1.
{"formula": "C18H19O7", "method": "ωB97M-V/def2-TZVPD", "symbols": ["C", "C", "C", "C", "C", "C", "O", "C", "C", "C", "O", "O", "C", "C", "O", "C", "C", "O", "C", "C", "C", "O", "C", "C", "O", "H", "H", "H", "H", "H", "H", "H", "H", "H", "H", "H", "H", "H", "H", "H", "H", "H", "H", "H"], "xyz": [[5.285270, -1.693746, 2.004718], [3.852249, -1.827112, 1.597052], [3.075212, -2.941787, 2.186741], [3.283074, -0.871891, 0.730081], [1.817627, -0.846993, 0.287179], [1.453486, 0.510772, -0.342621], [2.245850, 0.622159, -1.504581], [-0.051158, 0.680597, -0.748517], [-0.574186, -0.441049, -1.743909], [-0.830698, -1.815978, -1.167392], [-1.537834, -1.952239, -0.140178], [-0.242756, -2.755404, -1.749166], [-0.199053, 2.054012, -1.497217], [-1.608159, 2.609257, -1.569572], [-1.829525, 3.670910, -2.218201], [-2.732512, 2.025259, -0.754082], [-4.082536, 2.416583, -0.894571], [-4.389464, 3.393657, -1.800692], [-5.073313, 1.796331, -0.179454], [-4.772278, 0.670187, 0.636373], [-3.440505, 0.281181, 0.821230], [-3.155732, -0.827053, 1.582320], [-2.413901, 0.999690, 0.169940], [-0.998014, 0.731594, 0.448613], [-0.524097, 0.924618, 1.574292], [5.723644, -0.808438, 1.535928], [5.855508, -2.589338, 1.800716], [5.325632, -1.543383, 3.083677], [2.099985, -3.063619, 1.609320], [2.832536, -2.724314, 3.231290], [3.629781, -3.840899, 2.136385], [3.897265, -0.074456, 0.343233], [1.675695, -1.648160, -0.439749], [1.154257, -1.036232, 1.142294], [1.739455, 1.319124, 0.347300], [2.083609, -0.171812, -2.067565], [0.121203, -0.541773, -2.623354], [-1.527773, -0.139980, -2.175438], [0.181359, 2.034226, -2.531300], [0.425920, 2.773607, -0.932338], [-3.578216, 3.806723, -2.178542], [-6.106786, 2.132410, -0.226217], [-5.535231, 0.117385, 1.192525], [-2.554891, -1.414625, 1.023446]], "atomic_forces_ev_per_a": [[-0.4, 0.6, 0.2], [-1.3, 3.1, -2.7], [-2.1, 0.8, -0.8], [0.5, -2.5, 2.3], [0.2, 0.3, 0.9], [-0.6, -1.2, 0.0], [0.3, 0.0, -1.2], [-0.7, -0.9, -1.1], [0.9, 0.9, -0.5], [1.4, -1.7, -0.2], [-0.5, 0.7, 0.5], [-0.3, 0.4, -0.1], [0.0, -0.3, 0.6], [-1.4, 2.4, 0.1], [0.7, -2.2, 0.7], [1.0, -0.9, 0.2], [1.3, 1.0, -1.4], [-0.7, 0.0, 0.3], [-0.6, -1.5, 1.2], [0.5, 1.1, -0.3], [0.4, -0.5, 0.0], [-0.2, 0.4, -0.7], [-1.6, -0.3, -0.2], [2.3, 1.5, 1.4], [-0.9, -0.8, -1.3], [0.2, -0.3, 0.0], [0.3, -0.2, -0.2], [0.1, 0.0, 0.2], [1.2, -0.1, 0.9], [0.0, -0.1, 0.0], [0.5, -1.1, 0.0], [0.3, 0.1, 0.0], [-0.3, 0.0, -0.1], [0.1, -0.1, -0.2], [-0.1, -0.1, -0.3], [0.1, 0.8, 0.7], [-0.6, 0.1, 0.9], [-0.1, 0.4, 0.0], [0.0, -0.2, 0.5], [-0.4, 0.0, -0.4], [0.0, -0.6, 0.5], [0.3, 0.0, -0.3], [0.2, 0.3, -0.4], [0.0, 0.6, 0.2]], "lowdin_charge": [-0.09, -0.35, -0.07, -0.02, -0.13, -0.33, -0.05, -0.27, -0.03, -0.70, -0.03, -0.05, -0.02, -0.23, 0.02, -0.01, -0.27, 0.04, -0.01, 0.03, -0.25, 0.01, -0.03, -0.27, 0.12, 0.07, 0.07, 0.07, 0.10, 0.09, 0.06, 0.09, 0.12, 0.12, 0.15, 0.11, 0.13, 0.12, 0.14, 0.15, 0.07, 0.11, 0.12, 0.07], "smiles": "CC(C)=CC[C@@H](O)[C@]1(CC(=O)[O-])CC(=O)c2c(O)ccc(O)c2C1=O", "homo_energy_ev": -5.46, "total_charge": -1, "relative_energy_kj_mol": 29.52, "energy_ha": -1224.0772}

---

2.
{"formula": "H16NaO8", "method": "ωB97M-V/def2-TZVPD", "symbols": ["Na", "O", "H", "H", "O", "H", "H", "O", "H", "H", "O", "H", "H", "O", "H", "H", "O", "H", "H", "O", "H", "H", "O", "H", "H"], "xyz": [[-17.159168, 2.164089, 15.326979], [-17.292942, 4.771081, 16.445704], [-17.494206, 4.835045, 15.497576], [-17.490835, 5.643839, 16.808325], [-20.847822, 2.819612, 14.953520], [-20.838237, 3.408194, 15.717326], [-20.114136, 2.189287, 15.084881], [-14.989874, 3.176178, 15.584003], [-14.990945, 4.009202, 16.081402], [-14.256695, 2.668375, 15.947740], [-15.756276, 0.381263, 15.980324], [-15.524206, -0.454013, 15.554017], [-15.002036, 0.589598, 16.541834], [-17.647673, 4.205529, 13.639449], [-18.022855, 3.830082, 12.834326], [-16.714572, 4.367830, 13.429301], [-19.116357, 0.545567, 14.400517], [-19.825672, -0.099774, 14.526131], [-19.062774, 0.660164, 13.442574], [-16.393950, 1.325639, 12.680289], [-16.871531, 1.725460, 11.943010], [-15.488568, 1.653858, 12.591661], [-18.762497, 1.620116, 17.130353], [-18.843227, 2.424151, 17.664765], [-19.654525, 1.250852, 17.102108]], "atomic_forces_ev_per_a": [[-0.1, -0.3, 0.0], [0.1, 0.0, -0.3], [-0.2, 0.2, 0.2], [0.0, -0.2, 0.0], [0.4, -0.2, 0.2], [0.0, -0.1, -0.1], [-0.4, 0.3, -0.1], [0.0, 0.2, 0.2], [-0.1, -0.2, -0.1], [0.0, 0.1, -0.2], [0.2, -0.1, -0.1], [-0.2, 0.1, 0.1], [-0.1, -0.2, 0.1], [0.6, -0.3, 0.1], [-0.2, 0.2, 0.1], [-0.2, 0.0, -0.1], [0.0, 0.1, -0.2], [0.1, 0.1, 0.0], [0.0, -0.1, 0.1], [-0.1, 0.4, 0.2], [0.2, -0.2, -0.1], [-0.1, -0.2, 0.0], [0.0, 0.5, 0.0], [0.0, -0.2, 0.0], [0.2, 0.0, 0.1]], "lowdin_charge": [0.42, -0.04, 0.01, 0.07, -0.06, 0.04, -0.03, -0.05, 0.06, 0.06, -0.03, 0.08, 0.06, -0.03, 0.07, 0.07, -0.03, 0.08, 0.07, -0.03, 0.05, 0.06, -0.04, 0.07, 0.06], "homo_energy_ev": -14.18, "total_charge": 1, "relative_energy_kj_mol": 27.34, "energy_ha": -773.6892}

---

3.
{"formula": "C3H6S3", "method": "ωB97M-V/def2-TZVPD", "symbols": ["C", "C", "C", "H", "H", "H", "H", "H", "H", "S", "S", "S"], "xyz": [[1.849114, -0.553894, -0.562449], [-0.518650, -0.031341, 0.788483], [-1.829306, 0.107920, 0.144037], [2.756587, -0.123257, -0.916866], [1.517751, -1.298363, -1.330735], [2.089584, -1.022299, 0.419904], [-0.263427, -1.094675, 0.915417], [-0.377324, 0.370894, 1.886738], [-0.963388, 2.234875, -0.279588], [0.782056, 0.746993, -0.296745], [-2.207458, 1.703032, -0.346676], [-2.835539, -1.039886, -0.421523]], "atomic_forces_ev_per_a": [[0.8, -2.7, 0.2], [2.0, -0.6, 2.3], [-0.5, 0.1, -1.1], [0.8, 0.3, -0.3], [0.1, 0.5, 0.8], [-0.1, -0.1, -0.9], [-0.1, 0.3, -0.4], [-0.8, -0.2, -2.2], [-0.4, 0.1, 0.2], [-1.7, 1.4, 0.7], [-0.4, 1.3, -0.1], [0.2, -0.4, 0.7]], "lowdin_charge": [-0.49, -0.55, -1.33, 0.02, 0.07, 0.06, 0.07, 0.13, -0.16, 0.80, 0.74, 0.65], "homo_energy_ev": -8.75, "relative_energy_kj_mol": 109.94, "energy_ha": -1312.4182}

---

4.
{"formula": "C3H10NO2", "method": "ωB97M-V/def2-TZVPD", "symbols": ["C", "N", "C", "O", "C", "H", "H", "H", "H", "H", "H", "H", "H", "H", "H", "O"], "xyz": [[0.549380, 0.098743, 1.419037], [0.902465, 1.152996, 0.490273], [-0.123673, 1.501243, -0.593816], [-0.010615, 0.657526, -1.644033], [0.677014, -1.282123, 0.799724], [1.079622, 0.074170, 2.377156], [-0.498201, 0.268951, 1.706653], [1.642455, 0.825777, -0.125816], [0.054941, 2.592555, -0.754808], [-1.121156, 1.504935, -0.095794], [1.673591, -1.466024, 0.359806], [0.005302, -1.463067, -0.039289], [0.600809, -2.270793, 1.312426], [-1.758013, -1.429120, -1.498410], [-1.422061, -0.076164, -1.869942], [-2.251858, -0.689604, -1.843169]], "atomic_forces_ev_per_a": [[-1.1, -0.8, -0.1], [0.1, 0.7, 0.0], [0.2, -0.6, 0.7], [-0.5, 0.7, 0.0], [0.6, -2.3, -1.2], [0.5, 0.6, -0.1], [0.1, -0.1, -0.1], [0.2, -0.1, 0.3], [0.2, -0.3, -0.5], [0.0, -0.3, 0.1], [0.0, 0.7, -0.1], [-0.1, 0.6, -0.1], [-0.4, 1.0, 1.1], [-0.2, -0.8, 0.2], [-0.3, 0.3, -0.1], [0.6, 0.5, -0.1]], "lowdin_charge": [-0.33, -0.09, -0.48, -0.32, -0.13, 0.08, 0.10, 0.07, 0.07, 0.09, 0.06, 0.04, 0.06, -0.03, -0.02, -0.17], "homo_energy_ev": -3.39, "total_charge": -1, "relative_energy_kj_mol": 66.55, "energy_ha": -325.5293}

---

no.,orbital gap (eV)
1,7.8168
2,10.9355
3,8.3041
4,7.5238